1.
C48H115ClF2N14O19S2V as an isolated structure at a distorted geometry. Source: OMol25; level of theory: the ωB97M-V functional and the def2-TZVPD basis.

## Properties
2S+1: 2
E_HOMO (spin up / spin down): -0.2936 / -0.2936 Ha

CARTESIAN COORDINATES (ANGSTROEM)
C: -0.4135 9.2770 -6.5594
H: 4.3536 2.2598 -0.1115
C: 4.2098 -3.4680 0.4127
H: 5.0009 0.0083 -0.6601
H: 6.6822 0.2792 -1.0784
C: 4.0217 -4.0722 -3.9171
C: -5.6145 -5.8958 3.3172
O: 4.7175 -0.0335 7.6686
H: -6.2260 1.2080 2.9508
H: -1.6673 -2.5135 5.2795
C: 7.1835 1.3311 1.5606
H: -1.5103 -3.0679 -2.8866
H: 4.1840 -3.0221 -3.6739
H: -2.7990 5.2551 -0.4012
N: 4.8343 -4.4189 1.4252
H: 0.6366 9.5502 -6.4554
H: -2.9311 -0.1153 -2.1848
O: 3.3771 3.3348 3.7604
H: 4.3898 -3.7815 -0.6156
N: -1.1117 4.4219 -7.3246
O: 0.0004 -0.4977 -0.4641
H: -1.0123 -5.6810 -0.8278
O: -2.6122 2.1150 3.6844
C: 4.7951 -5.4041 3.6743
O: 0.6394 1.0313 1.0784
H: -2.1948 8.2506 -2.8483
H: 0.3681 -1.1662 3.2065
N: 2.8656 -0.1413 -4.5154
C: -1.2604 9.2336 -5.2186
O: 4.9290 0.2804 -3.6087
H: 1.9624 -3.0331 3.5642
C: -7.3685 -3.5785 0.8625
H: 0.1002 3.6166 -5.6017
C: -4.4436 -1.6764 -3.6705
H: -8.8111 -3.4980 2.5238
H: -4.4874 -5.3453 1.0125
H: 0.2747 6.5385 -3.8399
H: 0.2514 4.5303 8.2454
C: -1.1482 -6.0733 2.5574
H: 4.4995 -5.3154 4.7197
C: 0.1888 3.1329 5.4539
H: 5.8596 -5.6272 3.6028
H: -0.1115 -5.8888 2.8390
H: -7.3034 -4.6348 3.2548
H: -5.3190 0.8490 4.3839
C: 1.6221 -3.7297 -3.5620
H: -5.1615 -5.0973 3.9049
H: -0.8839 10.0754 -4.6374
C: 3.4205 -0.9070 -5.7209
N: -0.1006 -2.9673 3.9854
H: 6.6032 -3.3169 1.4663
H: 0.7724 -0.7299 -4.6863
C: 1.3559 0.1522 -4.4226
H: 8.0097 -4.6836 -0.1789
O: -3.1619 -4.1603 -3.3673
O: 1.8596 0.9923 -0.7984
O: 6.7479 0.2316 6.0685
H: -7.2394 -3.0023 -0.0537
F: 5.9168 2.0188 7.3306
H: -0.9753 9.8261 -7.3150
H: 1.1004 0.9524 -5.1172
H: -5.0172 2.3764 3.6914
C: 0.1611 7.6022 -4.0487
O: 2.8926 -0.6456 5.7705
H: -9.1034 -2.3142 1.3462
C: 2.8516 -5.5593 -2.3972
O: -2.9172 5.6321 -8.1150
C: -1.3079 3.2230 -8.0106
H: 3.9311 -4.1859 -4.9973
N: 6.1374 1.4068 0.5169
H: -4.7023 -0.9887 -4.4756
O: 0.0817 4.4184 2.6572
H: -3.4556 5.1311 2.7208
C: -0.3933 -1.9282 3.0401
H: -2.9973 3.5184 0.0180
H: -0.4059 3.1111 4.5276
C: -8.2824 -2.8359 1.8381
H: -3.5312 -0.3930 1.0467
H: -2.6079 3.7688 7.1252
H: 1.3247 7.8810 -2.3640
C: 1.1193 -3.7175 3.6586
C: -0.9667 -7.7451 0.8756
C: -0.0329 3.5349 7.9041
C: 6.2760 -4.3142 1.1722
H: 3.4193 -4.0082 2.7561
C: -6.7555 -5.2405 2.5329
H: -0.1888 8.6847 -2.1656
H: 7.2226 2.2170 2.1944
H: 0.1502 5.3051 -5.8961
C: -2.5099 5.4415 2.2764
H: 0.0490 3.8401 0.6643
H: -1.3362 -1.3977 3.1734
H: 4.8822 -4.6484 -3.5770
V: 3.5992 3.3272 5.2768
C: 4.4976 -4.1481 2.8308
H: -1.3167 -0.8358 -2.7719
C: -5.2507 1.3476 3.4171
C: 5.2378 2.4215 0.5243
H: -7.6727 -2.0645 2.3085
O: 4.7854 -0.8964 4.1502
H: -1.9720 5.8612 3.1264
N: 2.8372 -4.5090 -3.2634
C: -2.7978 1.3293 2.7841
H: -5.0937 -0.6111 1.6508
H: -2.2541 3.0977 -8.5369
H: -7.4602 -5.8747 1.9951
S: 3.9109 -0.0456 4.9465
C: -2.5748 6.1628 -3.5348
H: -2.2600 9.4920 -5.5680
H: -5.9626 -6.6269 4.0468
H: -2.3873 0.1493 -3.7094
C: -1.9084 4.0980 6.3567
H: 6.4774 -5.6078 -0.5149
H: -2.0044 0.9896 2.1004
H: 0.9508 0.5182 -3.4792
H: 1.6979 -2.6424 -3.5775
H: -1.7123 5.5278 -3.3322
N: -3.0813 -1.8463 -3.4463
H: 0.7483 -4.0771 -3.0107
H: 4.4613 -1.1599 -5.5189
H: 2.3828 -2.4020 -0.1803
H: 2.4457 -2.6562 1.5200
C: -1.8636 5.6089 -7.4698
H: 6.8142 0.4819 2.1356
N: -1.7200 4.5942 1.3213
N: -0.5592 3.5503 6.5352
H: 0.9140 -4.2008 2.7034
H: 1.3140 -4.5326 4.3555
H: -1.5907 -6.8310 3.2041
H: -2.4650 3.8772 5.4459
H: 3.4845 -0.0824 -6.4309
C: 2.6750 -3.1375 0.5693
H: -2.8065 6.3608 1.7713
H: -1.1889 2.3701 -7.3424
C: -5.1415 -4.5433 0.6706
H: -4.6905 0.7451 0.4968
S: 5.4350 0.6680 6.5494
C: -0.4577 4.3007 1.5264
C: 5.9909 0.1874 -0.2406
N: -1.1090 -6.4628 1.2225
O: -0.7311 -8.2138 -0.1982
H: 3.8784 -5.9215 -2.2339
C: -2.3727 -0.6413 -2.9592
C: 0.0198 4.3497 -6.4044
C: 6.9200 -4.6792 -0.1543
C: 3.6794 0.3859 -3.5736
H: -0.3252 8.3476 -7.1221
H: 4.4337 -6.3052 3.1788
H: -1.2126 -8.3468 1.7642
C: -4.3692 -3.2501 0.2179
C: -0.8924 -5.3417 0.2010
H: -1.6584 5.1466 6.5177
H: -1.5402 4.0275 -0.6679
H: -1.6811 -5.1227 2.5789
N: 4.3618 1.3899 5.4252
H: -0.5222 3.1381 -8.7613
C: -2.3672 7.6559 -3.7454
O: 1.4091 2.8411 5.4770
H: -4.8811 -2.6470 -3.9042
N: -1.2122 7.9021 -4.5916
H: 2.1742 -4.0868 0.3792
H: -4.0653 -2.6921 1.1036
O: 1.9655 -6.0316 -1.8386
H: -3.2199 8.0684 -4.2846
O: -0.3577 1.7353 -1.0097
H: -3.3362 5.9581 -2.7822
H: -4.8556 -1.2304 -2.7653
H: 4.7298 -2.5196 0.5480
H: 0.8659 7.7368 -4.8693
O: 5.2751 3.4515 1.3164
H: -1.4080 6.4369 -6.9050
C: 0.6301 8.5498 -2.8722
H: 1.4737 -4.0511 -4.5929
H: -1.6475 -4.5605 0.2877
H: -3.5114 -3.6322 -0.3355
H: -5.6110 -5.0025 -0.1993
H: -0.3495 -2.3861 2.0519
C: -2.3173 4.3704 0.0153
H: 6.0580 -0.6340 0.4727
H: -2.9935 5.6848 -4.4204
C: -4.3951 0.1811 1.3815
H: -4.9298 -2.6211 -0.4736
N: -6.2042 -4.2253 1.6288
O: -0.4360 -4.0857 5.8873
C: -2.5570 -3.1020 -3.2263
Cl: 0.5027 0.8213 -0.3341
H: 2.8490 -1.8163 -5.9070
H: -4.9577 -6.3925 2.6031
H: 0.9146 4.0555 -6.9529
N: -4.1339 0.9651 2.6159
H: 1.0890 9.5147 -3.0879
F: 3.1366 0.5005 3.6772
C: -0.7767 -3.1494 5.1590
H: 0.0493 -4.8487 0.4423
H: 4.9969 -3.2396 3.1677
H: 8.2319 1.2215 1.2833
H: 6.8071 -3.9317 -0.9395
H: 0.9284 3.0522 8.0797
H: 3.0527 0.9797 -2.8903
H: -0.6631 3.0527 8.6515
H: -7.8874 -4.4536 0.4714
H: 6.7359 -5.0093 1.8747

***

2.
A 10-piece molecular cluster, C48H116F12N10O24S4 overall at a distorted geometry. Source: OMol25; level of theory: the ωB97M-V functional and the def2-TZVPD basis.

## Properties
2S+1: 1
E_HOMO: -0.5083 Ha
net charge: +4

CARTESIAN COORDINATES (ANGSTROEM)
N: 0.0111 -5.4680 3.2260
H: -0.6184 5.4543 9.9806
H: -3.2223 0.9635 1.0771
H: 5.0695 -0.7927 -5.3772
C: 6.4674 -4.8228 0.7173
H: -2.6717 -7.0047 4.8952
H: -4.0461 1.5696 -3.9607
C: -1.8104 2.4186 0.4005
H: -0.8851 -5.3429 5.2218
O: 7.8409 -4.2296 -2.8009
H: -8.4213 2.2856 -4.3332
H: 5.1795 1.3003 -6.5603
H: 3.3116 -2.3658 2.3978
H: -2.7493 -2.5810 -1.4770
H: -11.7677 2.1558 -3.5036
H: 3.6321 1.4277 -6.5357
H: -1.6624 -1.6742 5.1259
H: 0.2297 6.2394 5.9550
H: 1.4809 3.9010 -1.1466
C: 1.7509 -0.5502 -8.6065
H: -6.9018 -6.2769 -0.8398
H: 3.9547 1.5646 -3.8434
H: 0.9903 2.8049 6.6905
F: 7.9783 1.2827 -0.5200
H: -5.4337 0.5564 -0.1516
C: 4.1186 -0.4359 -5.7729
C: -11.4710 3.1974 -3.6268
C: -4.8893 0.8230 -1.0575
H: 5.8017 -1.1189 4.6141
C: -1.3891 3.3508 -2.0272
H: -4.2904 1.5535 -5.6408
H: 2.6685 3.8135 5.2785
H: 2.4434 -0.6423 -9.4432
C: -5.8228 4.2075 -5.0772
H: 0.1760 -6.3472 2.7570
H: -2.0377 -7.5443 3.3953
H: -1.0030 -0.6923 3.9107
S: 6.9828 -3.0687 -3.0370
O: 6.1000 -0.1048 -2.8805
O: -3.8989 1.9120 -0.8196
H: -7.5662 4.8843 -2.9909
C: -2.9223 1.4220 0.1348
H: -7.8454 3.8626 -5.7564
S: 7.0972 -0.7207 -2.0654
O: 8.5137 -0.5705 -2.4907
C: -6.3835 -3.6715 1.9986
H: 8.4567 -4.4395 -0.0344
H: 4.0647 4.2137 -4.2148
F: 4.1997 -2.9722 -3.0454
H: -2.5783 -1.5053 2.0160
H: 6.4259 -2.8423 -0.2057
H: -7.3552 2.3562 -2.9696
C: 1.9936 4.3417 4.6050
C: 9.9280 -4.4249 2.1918
C: -5.9732 -5.7252 -0.9865
C: -0.4263 3.6677 -3.1468
H: 10.1925 -3.9714 3.1471
H: 1.9151 3.8037 3.6603
H: -1.7737 -2.7012 -0.0208
N: -0.8131 2.6853 -0.7329
C: -9.4678 2.6852 -2.4110
H: -1.9766 4.2290 -1.7591
H: -6.7146 -1.6061 1.6525
O: 0.6135 4.6928 1.3441
F: 3.1704 0.8023 1.6373
C: 4.2661 -2.8915 2.3744
H: 10.3094 -5.4457 2.2162
H: 0.2841 4.1431 10.4216
H: 0.7994 0.5892 5.2167
H: -3.1439 -3.7962 -0.2669
H: -8.9314 4.7244 -3.6644
C: -0.7746 4.8835 7.3290
H: -0.9901 4.1002 -3.9734
H: -0.0584 3.2947 -0.4517
C: 0.2351 -2.9277 2.7426
H: 2.6630 4.6352 -2.1554
F: -1.4407 -1.6719 -3.8559
O: -5.6380 2.7956 -4.7098
O: 7.2426 -2.3922 -4.3047
C: 0.0842 4.7486 9.5376
N: -5.9508 -2.2649 1.5996
H: 3.4858 -0.4970 -4.8875
F: 5.8400 1.1081 -0.5071
H: -0.5873 5.3720 3.7800
C: 7.9868 -4.9815 0.7863
H: -5.2058 -6.4962 -0.9173
H: -2.3535 3.3113 0.7107
H: -2.0497 -9.4725 5.2294
F: -0.6114 0.2836 -4.3671
H: -4.6375 -4.8690 1.4536
H: 5.8905 -5.1555 1.5803
H: 4.2823 -1.0306 -7.7707
O: 5.3592 -2.1811 2.9792
C: 0.3787 5.2476 6.3821
H: 5.9711 -5.3660 -0.0869
C: 0.4156 2.7121 5.7690
H: -6.1669 -3.7470 3.0642
H: -3.2371 -3.0608 2.0465
F: 7.1870 -0.3624 0.6493
H: 4.1849 -2.0093 4.6465
H: 1.0938 5.1409 9.4154
O: 1.4916 -1.3620 -3.3389
H: 0.7420 -4.6018 1.4041
H: -11.0304 3.2656 -4.6215
C: -1.7451 -7.0531 4.3233
F: -1.8338 0.0668 -2.6674
O: 2.7071 -1.1862 -0.7337
H: 3.9504 -3.8086 0.2922
F: 5.1310 -4.2918 -4.6052
C: -0.8268 -1.6360 4.4270
H: 10.2310 -3.7769 1.3694
H: 2.7087 4.6737 -7.1456
C: 5.1803 -3.8728 -3.3129
H: 5.5182 2.0635 -4.2978
H: -1.2549 5.7191 7.8382
H: -4.6150 -0.1633 -1.4318
S: 0.5263 -0.9096 -2.3064
H: -1.5212 4.2189 4.7710
H: 1.6438 5.0654 -5.6949
H: 1.2829 -1.5044 -8.3643
H: 4.5009 3.8553 -5.8741
C: -2.7911 -2.7742 -0.4051
H: 0.8136 -5.4307 3.8381
H: 6.5622 -2.8594 1.3656
H: 4.3939 -2.1230 0.3479
H: -2.2026 2.7488 -2.4319
H: -0.9623 -4.4908 1.7145
H: -4.9398 -1.9511 3.4818
H: -7.4438 -3.5857 1.7609
H: -12.3407 3.8543 -3.6336
H: -0.5976 3.6805 3.4318
O: -0.8816 -2.7017 3.5398
H: 0.0562 2.7856 -3.5679
O: 2.6127 3.2964 -5.5040
H: 1.5759 6.1514 3.5045
C: -3.4772 -2.0478 1.7234
H: -7.5606 5.5493 -5.2916
H: 0.3074 -2.0922 2.0464
N: 0.7494 0.4674 -1.5507
H: 1.2070 3.8617 -6.7703
H: 0.1156 -1.6451 4.9747
H: -0.5354 -9.5456 6.0896
H: -1.1923 2.0864 1.2346
C: 3.9545 3.4768 -5.0103
O: 0.6945 4.6436 -2.8743
C: 4.4910 2.0446 -4.6620
F: 5.1876 -5.0157 -2.5676
C: 1.7351 4.0646 -2.1939
F: 1.5948 2.0704 0.9039
H: -6.0966 -5.4154 -2.0242
H: -0.6496 2.6966 5.9996
O: -3.6135 -1.8746 0.2726
H: 2.2978 6.5633 4.9473
H: 1.1955 -2.8176 3.2463
H: -5.4418 4.4576 -6.0673
C: -8.2688 2.7881 -3.3781
H: -5.6064 -2.1854 0.6534
C: 2.3674 5.8040 4.1684
N: 4.3960 1.1280 -5.9468
O: 0.1354 -1.8724 -1.2343
O: -0.8622 5.8198 0.6118
C: -7.3630 4.5110 -5.0250
C: -4.7602 -1.6926 2.4383
H: -0.3043 1.8460 -0.9712
H: 2.9853 -1.9374 -6.8987
O: -5.8136 -4.5272 -0.2189
C: 0.0150 -4.3509 2.1765
N: 0.2101 5.7459 1.0266
H: 1.2760 5.2911 6.9995
H: -3.5726 2.9802 -4.9507
N: -8.0278 4.2736 -3.6497
O: 0.9919 6.6858 1.1337
H: -2.5300 0.4863 -0.2635
H: -5.2600 4.8798 -4.4297
H: -4.8402 -0.6085 2.3591
H: -8.9539 3.0408 -1.5179
C: 4.9002 -1.4151 4.0778
O: 2.4702 -0.1246 -7.4387
F: 0.9635 0.1119 1.4932
H: -0.5715 -9.6908 4.3643
H: 8.3522 -5.9993 0.6493
H: 4.1751 -0.6220 3.8951
H: 0.9702 0.1631 -8.8707
C: -0.5756 4.3921 4.2572
O: 3.1891 1.0536 -1.5422
N: 0.5904 4.1887 5.2441
C: 1.9710 0.8091 0.9521
C: -4.3388 2.2234 -4.7824
H: 0.3941 1.5007 3.8235
H: -6.1218 -5.7151 1.4634
C: -1.0118 -9.1413 5.1964
O: -10.5264 3.5903 -2.6445
H: -1.9829 -4.8970 4.1049
H: -1.5338 4.3497 6.7574
H: 1.9390 3.0336 -2.4829
C: -0.9788 -0.5197 -3.3931
C: -1.1726 -5.6189 4.2073
C: 3.4762 -0.9744 -7.0391
H: 3.3136 5.8963 3.6352
O: -0.8048 -7.7475 5.1248
H: 1.9569 1.7113 4.5553
C: 2.0992 4.2998 -6.3230
C: -5.6815 -4.7661 1.1576
O: 8.4769 -4.4617 2.0492
C: 7.0012 0.3848 -0.4408
H: -9.7934 1.6502 -2.3077
C: 4.5650 -3.0860 0.8290
H: -5.5449 1.2951 -1.7892
C: 0.8990 1.5854 4.7858
H: 4.2003 -3.9086 2.7609
N: 6.0936 -3.3376 0.6094
N: 6.7846 -2.1154 -1.5831
O: -0.3382 4.0494 8.3801
S: 2.2227 0.1704 -0.8891